No. 1
82
Properties=species:S:1:pos:R:3 method="wB97M-V/def2-TZVPD" charge=+2 orbital_gap_ev="5.85 / 6.53" multiplicity=3 mol_weight_g_mol=1016.64 relative_energy_ev=0.459 e_tot_ev=-117394.0955 lumo_ev="-5.8802 / -6.2825"
W 0.374 -0.856 1.169
C -2.143 -4.304 -1.237
N -2.761 -3.842 0.009
C -4.010 -4.457 0.461
C -2.145 -2.899 0.725
N -0.996 -2.365 0.404
N -2.791 -2.473 1.874
C -2.145 -1.881 2.936
N -2.757 -2.028 4.129
N -1.066 -1.198 2.770
H -2.755 -5.095 -1.655
H -1.144 -4.704 -1.052
H -2.083 -3.492 -1.962
H -4.287 -5.231 -0.245
H -4.831 -3.737 0.486
H -3.890 -4.931 1.437
H -0.552 -2.847 -0.369
H -3.728 -2.802 2.040
H -3.364 -2.815 4.292
H -2.335 -1.625 4.950
H -0.609 -1.001 3.655
C 4.747 0.240 0.659
C 4.873 1.492 1.228
C 3.749 2.071 1.790
C 2.540 1.396 1.754
N 2.415 0.191 1.173
C 3.510 -0.376 0.656
C 1.327 1.915 2.400
C 1.302 3.150 3.040
C 0.164 3.562 3.700
C -0.945 2.730 3.682
C -0.864 1.539 2.997
N 0.249 1.111 2.368
H 5.591 -0.276 0.224
H 5.825 2.004 1.255
H 3.830 3.033 2.271
H 3.396 -1.359 0.234
H 2.175 3.782 3.035
H 0.140 4.513 4.214
H -1.870 3.003 4.170
H -1.730 0.904 2.914
C 2.792 -0.020 -2.611
Ge 0.852 -0.106 -2.435
C 0.070 1.229 -3.616
C 0.053 -1.825 -2.920
C 0.319 0.409 -0.583
H 3.071 -0.137 -3.659
H 3.328 -0.765 -2.030
H 3.123 0.971 -2.292
H 0.313 0.979 -4.650
H 0.463 2.223 -3.403
H -1.016 1.267 -3.522
H -1.027 -1.759 -2.774
H 0.445 -2.682 -2.372
H 0.223 -1.999 -3.983
H 0.637 1.446 -0.423
C -1.768 2.649 0.122
Te -1.763 0.518 -0.297
C -3.240 3.074 -2.407
C -1.974 3.632 -2.216
C -1.382 4.417 -3.239
C -0.141 4.991 -3.084
C 0.572 4.803 -1.901
C 0.020 4.031 -0.883
C -1.230 3.446 -1.012
H -1.142 2.790 0.996
H -2.801 2.885 0.377
H -3.758 2.529 -1.631
H -3.770 3.219 -3.337
H -1.937 4.570 -4.156
H 0.277 5.595 -3.878
H 1.541 5.264 -1.768
H 0.569 3.909 0.047
N 2.946 -3.322 -1.033
C 1.860 -3.268 -0.158
O 1.424 -1.993 -0.038
C 1.350 -4.327 0.481
I 1.826 -2.078 3.236
H 2.796 -2.824 -1.900
H 3.290 -4.257 -1.196
H 1.741 -5.314 0.277
H 0.647 -4.213 1.290

No. 2
11
Properties=species:S:1:pos:R:3 method="wB97M-V/def2-TZVPD" charge=-2 orbital_gap_ev=4.37 mol_weight_g_mol=138.00 relative_energy_ev=2.223 e_tot_ev=-26856.0862 lumo_ev=5.5156
C 2.698 -0.213 -0.847
C 3.792 -0.575 -1.457
O -3.957 1.823 0.966
O -0.995 0.410 2.693
O -3.478 0.085 -0.743
P -1.053 0.623 1.216
P -3.296 0.533 0.679
H 1.913 -0.967 -0.612
H 3.907 -1.568 -2.001
H 4.628 0.110 -1.488
H -4.160 -0.261 1.595

No. 3
10
Properties=species:S:1:pos:R:3 method="wB97M-V/def2-TZVPD" orbital_gap_ev=10.29 mol_weight_g_mol=84.08 relative_energy_ev=4.240 e_tot_ev=-8199.6453 lumo_ev=1.0117
N 1.541 0.929 -0.588
C 0.357 0.406 -0.124
C -0.079 -1.003 -0.213
C -1.228 -0.892 0.541
O -1.539 0.331 0.920
N -0.482 1.170 0.526
H 2.310 0.280 -0.671
H 1.807 1.820 -0.184
H -0.965 -1.237 -0.954
H -1.871 -1.705 0.848

No. 4
12
Properties=species:S:1:pos:R:3 method="wB97M-V/def2-TZVPD" orbital_gap_ev=9.30 mol_weight_g_mol=119.14 relative_energy_ev=2.857 e_tot_ev=-19609.6541 lumo_ev=-0.5155
C 0.589 1.088 0.552
C -3.459 1.351 -0.365
C 1.011 -0.924 -0.613
N 0.131 0.184 -0.259
O 1.711 1.258 0.933
O 1.027 -1.890 0.412
S -4.441 1.563 0.789
H -0.216 1.746 0.804
H -0.890 -0.077 -0.159
H 0.683 -1.399 -1.613
H 2.005 -0.580 -0.790
H 1.848 -2.321 0.308

No. 5
22
Properties=species:S:1:pos:R:3 method="wB97M-V/def2-TZVPD" orbital_gap_ev=9.76 mol_weight_g_mol=166.18 relative_energy_ev=1.755 e_tot_ev=-15427.8411 lumo_ev=0.6838
C -0.146 -3.182 2.180
C 0.624 -2.757 1.010
N 1.374 -3.207 0.074
N 1.934 -2.123 -0.649
C 1.335 -1.057 -0.174
N 1.553 0.266 -0.492
C 0.499 1.175 -0.829
N 0.610 1.927 -1.812
C -0.569 2.766 -1.807
C -1.552 2.211 -0.696
C -0.644 1.300 0.080
O 0.603 -1.295 0.892
H -0.247 -4.243 2.241
H 0.249 -2.765 3.088
H -1.141 -2.783 2.154
H 2.408 0.507 -1.008
H -0.266 3.758 -1.552
H -1.001 2.860 -2.805
H -2.332 1.638 -1.114
H -2.013 3.044 -0.183
H -0.954 0.244 0.332
H -0.322 1.716 1.071

No. 6
15
Properties=species:S:1:pos:R:3 method="wB97M-V/def2-TZVPD" orbital_gap_ev="8.20 / 8.16" mol_weight_g_mol=83.13 relative_energy_ev=5.720 e_tot_ev=-6815.2752 lumo_ev="-0.5970 / -0.5871"
C 1.768 -0.092 -0.126
C 0.247 -0.084 -0.118
C -0.681 -0.080 1.106
N -1.761 0.363 0.145
C -0.658 1.059 -0.606
C -0.301 -1.243 -0.949
H 2.138 -0.049 -1.156
H 2.158 -1.008 0.334
H 2.177 0.763 0.421
H -0.837 -1.025 1.639
H -0.526 0.730 1.832
H -0.488 2.034 -0.134
H -0.814 1.164 -1.682
H -1.989 -0.443 -0.474
H -0.432 -2.091 -0.234